{"formula": "C2H22NO11", "method": "ωB97M-V with the def2-TZVPD basis set", "charge": -1, "homo_lumo_gap_ev": 9.463, "e_above_lowest_kcal_mol": 65.4, "species": ["O", "C", "N", "C", "O", "H", "H", "H", "H", "H", "H", "O", "H", "H", "O", "H", "H", "O", "H", "H", "O", "H", "H", "O", "H", "H", "O", "H", "H", "O", "H", "H", "O", "H", "H", "O"], "coordinates": [[2.795, -1.387, 0.099], [1.959, -1.438, -0.835], [1.625, -0.329, -1.710], [0.636, -0.627, -2.783], [-0.542, -0.705, -2.012], [1.539, -2.384, -1.122], [2.004, 0.577, -1.559], [0.708, -1.577, -3.295], [0.675, 0.113, -3.610], [0.413, -1.959, 2.404], [0.666, -0.860, 3.201], [0.025, -1.653, 3.234], [1.295, 2.708, -1.865], [2.000, 2.777, -0.532], [1.765, 3.263, -1.318], [-2.157, 1.183, 1.888], [-1.261, 2.196, 1.128], [-1.514, 1.881, 2.009], [-2.968, -0.886, 1.494], [-2.995, -0.072, 0.190], [-3.369, -0.114, 1.108], [0.026, 1.235, 2.551], [-0.154, 0.875, 3.989], [0.480, 1.001, 3.320], [-0.629, 0.534, -1.390], [0.024, 0.437, -0.071], [-0.441, 1.174, -0.505], [-3.210, -0.033, -2.153], [-2.238, -0.969, -1.657], [-3.192, -0.809, -1.589], [2.028, 1.019, 0.985], [2.934, 0.078, 0.363], [2.943, 1.022, 0.607], [-0.118, -2.680, 0.248], [-0.932, -1.607, -0.888], [-0.823, -1.983, 0.074]], "lowdin_charge": [-0.02, -0.22, 0.06, -0.26, -0.34, 0.12, 0.09, 0.10, 0.12, 0.00, 0.04, -0.11, -0.04, 0.00, -0.03, 0.00, 0.03, -0.07, 0.03, 0.02, -0.08, -0.04, 0.03, -0.04, 0.02, 0.00, -0.17, 0.05, -0.02, -0.06, 0.04, -0.07, -0.09, 0.05, 0.00, -0.14]}



{"formula": "C2H22O9", "method": "ωB97M-V with the def2-TZVPD basis set", "homo_lumo_gap_ev": 10.652, "smiles": "CO.CO.O.O.O.O.O.O.O", "e_above_lowest_kcal_mol": 11.2, "species": ["C", "O", "H", "H", "H", "H", "C", "O", "H", "H", "H", "H", "O", "H", "H", "O", "H", "H", "O", "H", "H", "O", "H", "H", "O", "H", "H", "O", "H", "H", "O", "H", "H"], "coordinates": [[2.077, 2.127, -0.470], [2.800, 1.760, 0.689], [2.433, 3.082, -0.928], [2.081, 1.372, -1.239], [1.053, 2.273, -0.256], [3.018, 0.843, 0.655], [-3.469, -2.449, -1.748], [-3.356, -1.007, -1.831], [-2.813, -2.905, -2.536], [-3.152, -2.757, -0.731], [-4.480, -2.802, -1.895], [-4.200, -0.592, -1.620], [2.521, 2.062, 3.317], [2.033, 2.790, 3.760], [2.788, 2.305, 2.432], [2.487, -0.916, 0.026], [1.701, -0.891, -0.538], [2.153, -1.058, 0.919], [-0.860, 0.170, -2.333], [-0.903, 0.894, -1.662], [-1.814, -0.038, -2.352], [0.228, -2.055, -1.352], [1.019, -2.376, -1.722], [0.027, -1.242, -1.891], [-1.793, 1.872, 0.192], [-1.568, 1.082, 0.714], [-2.242, 2.387, 0.805], [1.973, -0.588, 2.736], [1.882, 0.388, 2.899], [1.802, -1.119, 3.474], [-1.465, -0.725, 1.026], [-1.404, -1.007, 0.110], [-0.558, -0.881, 1.353]], "lowdin_charge": [-0.13, -0.13, 0.10, 0.07, 0.05, 0.03, -0.11, -0.15, 0.10, 0.08, 0.07, 0.09, -0.07, 0.07, 0.00, -0.06, 0.01, 0.00, -0.07, 0.05, 0.03, -0.07, 0.02, 0.02, -0.04, 0.00, 0.00, -0.04, 0.03, 0.02, -0.05, 0.01, 0.06]}



{"formula": "C2H23HgO10", "method": "ωB97M-V with the def2-TZVPD basis set", "charge": 1, "homo_lumo_gap_ev": 6.407, "e_above_lowest_kcal_mol": 12.5, "species": ["Hg", "C", "C", "O", "H", "H", "H", "H", "H", "O", "H", "H", "O", "H", "H", "O", "H", "H", "O", "H", "H", "O", "H", "H", "O", "H", "H", "O", "H", "H", "O", "H", "H", "O", "H", "H"], "coordinates": [[-0.153, 2.494, 0.645], [1.030, -1.323, 0.218], [1.088, -0.315, 1.387], [-0.123, 0.342, 1.508], [0.216, -1.959, 0.415], [1.908, -1.923, 0.124], [0.785, -0.761, -0.664], [1.891, 0.417, 1.107], [1.303, -0.728, 2.359], [-1.985, -1.579, 1.301], [-1.877, -2.197, 1.976], [-1.171, -1.089, 1.312], [-0.510, 0.480, 4.090], [-1.434, 0.665, 4.149], [-0.234, 0.331, 3.126], [3.519, 1.323, -0.632], [3.644, 0.700, 0.110], [2.910, 0.835, -1.199], [0.016, -0.333, -3.657], [-0.712, -0.600, -3.102], [0.429, -1.175, -3.781], [-1.835, 2.576, 2.254], [-1.682, 2.112, 3.064], [-2.198, 3.363, 2.622], [-2.696, -3.240, -0.813], [-2.436, -2.650, -0.084], [-3.409, -3.619, -0.332], [0.611, 1.564, -1.386], [0.598, 0.635, -1.635], [0.399, 1.987, -2.233], [-1.996, 1.367, -0.595], [-2.315, 1.912, -1.286], [-1.858, 0.534, -1.029], [2.869, -0.126, -2.757], [3.438, 0.182, -3.456], [1.959, -0.218, -3.110]], "lowdin_charge": [1.37, -0.03, -0.36, -0.39, 0.05, 0.09, 0.04, 0.09, 0.12, -0.01, 0.04, -0.02, -0.07, 0.00, -0.01, -0.08, 0.04, -0.04, -0.01, 0.05, 0.06, -0.04, 0.03, 0.07, -0.07, -0.03, 0.01, -0.10, 0.00, 0.10, -0.05, 0.05, 0.05, -0.04, 0.07, 0.02]}



{"formula": "C2H26NO10S", "method": "ωB97M-V with the def2-TZVPD basis set", "charge": -1, "homo_lumo_gap_ev": 6.751, "species": ["C", "C", "S", "N", "H", "H", "H", "H", "H", "H", "H", "H", "O", "H", "H", "O", "H", "H", "O", "H", "H", "O", "H", "H", "O", "H", "H", "O", "H", "H", "O", "H", "H", "O", "H", "H", "O", "H", "H", "O"], "coordinates": [[0.104, 0.003, 2.551], [1.553, 0.059, 2.313], [2.322, 1.731, 2.242], [-0.855, 0.537, 1.446], [-0.206, 0.594, 3.454], [-0.293, -1.045, 2.712], [1.941, -0.464, 1.419], [2.172, -0.506, 3.156], [-1.321, -0.126, 1.023], [-0.255, 1.218, 0.948], [2.465, 0.805, -0.113], [3.657, 1.146, -0.930], [2.877, 0.735, -0.986], [-1.246, -1.796, 0.990], [-2.581, -2.502, 0.477], [-1.762, -2.586, 1.038], [-0.619, 1.860, -1.993], [-0.476, 1.821, -0.534], [-1.015, 1.472, -1.256], [-3.311, 0.116, 2.099], [-3.219, -0.012, 0.598], [-3.858, -0.114, 1.389], [1.669, 3.127, 0.829], [0.109, 3.538, 0.630], [0.945, 3.266, 0.209], [-0.770, -2.137, -3.355], [-1.015, -3.252, -2.617], [-1.489, -2.566, -3.079], [-1.147, -3.474, -0.351], [0.492, -3.481, -0.576], [-0.297, -4.001, -0.717], [-1.672, -1.733, -1.415], [-1.966, -0.346, -1.793], [-2.209, -1.057, -1.024], [2.461, -0.743, -1.512], [1.386, -1.317, -0.512], [1.742, -1.378, -1.419], [0.977, 2.121, -3.396], [0.463, 3.234, -2.401], [0.216, 2.669, -3.155]], "lowdin_charge": [-0.33, -0.71, 0.34, 0.04, 0.10, 0.10, 0.02, 0.08, -0.08, 0.03, -0.02, -0.01, -0.03, -0.01, 0.08, -0.06, -0.07, -0.01, -0.05, -0.02, 0.04, -0.08, -0.14, 0.05, -0.17, -0.02, 0.02, 0.01, 0.07, 0.01, -0.12, -0.04, 0.13, -0.13, -0.03, 0.02, -0.09, 0.07, 0.06, -0.05]}



no.,LUMO level (eV),HOMO (eV)
1,2.97,-6.49
2,0.42,-10.23
3,-6.90,-13.31
4,2.67,-4.08